This record from the Open Molecules 2025 dataset describes one molecule with the formula C4H8N2O2. The level of theory is the ωB97M-V functional and the def2-TZVPD basis.

Calculated values
- total charge = 0
- ΔE to the lowest compared entry with this formula, charge and spin (kJ/mol) = 21.77
- largest force on an atom (hartree/bohr) = 0.014
- structure (SMILES) = CC(=O)NCC(N)=O

XYZ file:
```
16
Properties=species:S:1:pos:R:3:forces:R:3
C -0.662 -1.243 1.156 -0.3 -0.2 0.7
C -0.652 0.239 1.437 0.2 -0.1 -0.4
N 0.249 0.989 0.718 0.3 0.0 -0.1
C 1.188 0.444 -0.244 0.3 0.4 0.1
C 0.561 -0.115 -1.521 0.0 0.2 0.4
N -0.654 0.407 -1.814 -0.2 0.3 -0.2
O 1.123 -0.947 -2.190 0.2 -0.2 -0.2
O -1.369 0.745 2.269 0.0 0.2 0.2
H 0.211 -1.671 1.653 0.2 0.0 -0.2
H -1.524 -1.623 1.705 0.0 -0.1 -0.3
H -0.678 -1.558 0.111 0.0 0.2 0.2
H 0.529 1.857 1.147 -0.3 0.1 0.0
H 1.803 1.295 -0.559 0.0 -0.2 -0.1
H 1.885 -0.279 0.183 -0.2 -0.2 -0.1
H -0.969 1.228 -1.325 0.0 -0.1 0.1
H -1.040 0.232 -2.726 0.0 -0.1 0.0
```
Forces are in eV/Å.